Entry from the Open Molecules 2025 dataset: 9 unconnected molecules or ions with the total composition C63H147N9O15 (ωB97M-V with the def2-TZVPD basis set).

Positions of all 234 atoms, in Å:
C  -1.76  -1.87  5.26
O  -0.33  -1.77  5.44
C  0.20  -0.50  5.85
C  1.79  -0.61  5.93
N  2.58  -0.83  4.67
C  2.21  -2.01  3.84
C  3.26  -2.31  2.66
O  3.33  -1.09  1.92
C  4.29  -1.05  0.87
H  -2.43  -1.75  6.11
H  -1.86  -2.87  4.85
H  -2.01  -1.17  4.45
H  -0.27  -0.21  6.80
H  0.02  0.25  5.07
H  2.05  -1.29  6.74
H  2.07  0.32  6.42
H  2.56  -0.10  3.97
H  1.20  -1.90  3.47
H  2.09  -2.93  4.41
H  2.96  -3.12  2.00
H  4.25  -2.63  2.99
H  5.28  -1.11  1.33
H  4.19  -0.26  0.13
H  4.18  -1.88  0.18
C  -0.91  2.84  4.04
O  -0.81  3.09  5.45
C  -0.26  4.37  5.68
C  0.06  4.36  7.19
N  0.24  5.73  7.70
C  0.06  5.58  9.14
C  -0.22  6.96  9.84
O  -0.61  6.84  11.14
C  -0.75  8.04  11.86
H  -1.72  3.50  3.74
H  -1.12  1.79  3.85
H  -0.07  3.19  3.43
H  -0.89  5.25  5.58
H  0.69  4.58  5.19
H  1.06  3.93  7.27
H  -0.70  3.75  7.67
H  -0.50  6.35  7.39
H  0.84  5.02  9.65
H  -0.88  5.08  9.40
H  -0.86  7.68  9.33
H  0.75  7.42  9.71
H  0.17  8.61  11.84
H  -0.76  7.60  12.85
H  -1.56  8.71  11.56
C  -2.91  1.49  -7.67
O  -2.31  0.18  -7.53
C  -1.03  0.05  -8.09
C  0.06  0.64  -7.22
N  0.30  2.04  -7.44
C  1.43  2.49  -6.58
C  1.45  4.02  -6.59
O  0.29  4.57  -6.01
C  0.27  5.93  -5.91
H  -2.46  2.19  -6.96
H  -3.96  1.45  -7.37
H  -3.01  1.92  -8.67
H  -0.90  0.32  -9.14
H  -0.98  -1.04  -8.14
H  0.97  0.08  -7.46
H  -0.31  0.49  -6.20
H  -0.53  2.55  -7.15
H  2.39  2.07  -6.88
H  1.26  2.27  -5.53
H  1.52  4.22  -7.66
H  2.35  4.35  -6.07
H  1.09  6.34  -5.31
H  -0.66  6.21  -5.43
H  0.42  6.38  -6.89
C  1.39  1.55  1.17
O  -0.03  1.34  1.28
C  -0.27  -0.03  1.46
C  -1.81  -0.41  1.33
N  -2.38  -0.36  -0.03
C  -1.62  -1.17  -0.96
C  -2.11  -1.15  -2.50
O  -1.70  -2.35  -3.03
C  -1.83  -2.44  -4.48
H  1.82  0.89  0.42
H  1.87  1.24  2.10
H  1.62  2.60  0.99
H  0.11  -0.29  2.44
H  0.37  -0.56  0.75
H  -2.45  0.15  2.00
H  -1.85  -1.44  1.70
H  -2.33  0.57  -0.43
H  -1.77  -2.21  -0.67
H  -0.54  -1.03  -0.94
H  -1.82  -0.33  -3.15
H  -3.20  -1.13  -2.54
H  -2.82  -2.28  -4.92
H  -1.40  -3.37  -4.84
H  -1.25  -1.74  -5.08
C  3.79  4.01  3.16
O  3.76  4.17  4.55
C  3.79  5.58  4.84
C  3.92  6.04  6.30
N  5.24  5.70  6.79
C  5.32  6.03  8.22
C  6.66  5.62  8.85
O  6.65  4.19  8.87
C  7.51  3.73  9.86
H  3.59  2.97  2.92
H  4.78  4.22  2.73
H  3.01  4.57  2.65
H  2.89  6.03  4.42
H  4.52  6.02  4.16
H  3.11  5.74  6.97
H  3.81  7.13  6.35
H  5.41  4.74  6.55
H  4.47  5.56  8.71
H  5.26  7.12  8.27
H  6.55  6.04  9.85
H  7.49  6.11  8.35
H  7.57  2.65  9.77
H  7.07  3.86  10.85
H  8.52  4.12  10.00
C  6.57  -1.60  -7.14
O  5.42  -1.36  -6.33
C  4.36  -2.30  -6.70
C  3.10  -2.22  -5.69
N  3.46  -2.30  -4.23
C  2.34  -2.69  -3.43
C  1.44  -1.43  -3.22
O  2.12  -0.43  -2.50
C  1.52  0.88  -2.56
H  6.82  -2.66  -7.20
H  7.43  -0.99  -6.89
H  6.23  -1.25  -8.11
H  4.82  -3.28  -6.56
H  4.04  -2.12  -7.73
H  2.33  -2.92  -6.02
H  2.75  -1.21  -5.91
H  3.60  -1.34  -3.92
H  2.65  -3.14  -2.49
H  1.66  -3.39  -3.90
H  0.51  -1.73  -2.74
H  1.15  -1.17  -4.24
H  0.60  0.87  -1.97
H  1.31  1.14  -3.59
H  2.30  1.51  -2.13
C  -4.80  -4.49  -3.54
C  -4.75  -5.70  -4.44
C  -3.22  -5.88  -4.99
C  -3.06  -7.26  -5.69
C  -3.41  -8.43  -4.73
C  -4.81  -8.27  -4.08
N  -5.02  -6.91  -3.56
O  -6.17  -6.78  -2.74
C  -5.99  -8.72  -5.07
C  -4.77  -9.21  -2.89
C  -5.70  -5.50  -5.63
H  -5.68  -4.44  -2.91
H  -4.74  -3.57  -4.13
H  -3.90  -4.43  -2.92
H  -3.05  -5.17  -5.80
H  -2.61  -5.66  -4.11
H  -1.99  -7.31  -5.92
H  -3.73  -7.37  -6.54
H  -2.59  -8.39  -4.02
H  -3.36  -9.32  -5.36
H  -5.99  -8.36  -6.10
H  -6.01  -9.81  -5.08
H  -6.97  -8.45  -4.67
H  -4.43  -10.20  -3.18
H  -4.21  -8.89  -2.01
H  -5.76  -9.30  -2.43
H  -5.47  -4.60  -6.21
H  -6.69  -5.37  -5.20
H  -5.65  -6.37  -6.28
H  -6.87  -6.71  -3.38
C  -2.73  4.70  1.46
C  -2.47  5.07  0.01
C  -2.22  6.59  -0.03
C  -1.64  7.14  -1.32
C  -0.29  6.47  -1.51
C  -0.38  4.92  -1.58
N  -1.15  4.43  -0.39
O  -1.21  3.00  -0.30
C  -1.06  4.43  -2.90
C  1.09  4.48  -1.47
C  -3.66  4.60  -0.83
H  -1.89  5.05  2.06
H  -3.14  3.71  1.62
H  -3.51  5.28  1.97
H  -3.13  7.13  0.22
H  -1.53  6.90  0.75
H  -1.50  8.21  -1.44
H  -2.22  6.81  -2.19
H  0.21  6.76  -0.59
H  0.21  6.80  -2.42
H  -2.14  4.60  -2.96
H  -0.63  4.91  -3.78
H  -0.98  3.35  -3.03
H  1.56  4.76  -0.52
H  1.09  3.39  -1.40
H  1.68  4.87  -2.30
H  -3.91  5.30  -1.63
H  -4.55  4.63  -0.21
H  -3.50  3.61  -1.24
H  -0.81  2.69  0.52
C  -2.71  -5.89  -0.49
C  -1.37  -6.66  -0.40
C  -0.38  -6.17  -1.52
C  0.24  -4.84  -1.18
C  0.87  -4.77  0.16
C  -0.01  -5.31  1.29
N  -0.70  -6.57  0.94
O  -1.48  -6.97  1.97
C  1.01  -5.69  2.37
C  -1.00  -4.20  1.81
C  -1.64  -8.16  -0.67
H  -3.25  -5.94  0.46
H  -3.31  -6.37  -1.26
H  -2.50  -4.87  -0.80
H  0.42  -6.91  -1.44
H  -0.87  -6.12  -2.49
H  -0.50  -4.05  -1.29
H  1.06  -4.55  -1.85
H  1.16  -3.74  0.37
H  1.82  -5.31  0.21
H  1.71  -4.87  2.56
H  0.57  -5.76  3.37
H  1.55  -6.61  2.15
H  -1.83  -4.03  1.13
H  -1.55  -4.52  2.70
H  -0.46  -3.31  2.14
H  -0.74  -8.77  -0.69
H  -2.03  -8.28  -1.69
H  -2.41  -8.46  0.04
H  -0.93  -7.68  2.32

The calculated total energy comes out at -111821.900 eV. The structure (SMILES) is CC1(C)CCCC(C)(C)N1O.CC1(C)CCCC(C)(C)N1O.CC1(C)CCCC(C)(C)N1O.COCCNCCOC.COCCNCCOC.COCCNCCOC.COCCNCCOC.COCCNCCOC.COCCNCCOC. The strongest force on any atom is 4.25 eV Å⁻¹. The net charge is 0. As for the relative energy (zero: lowest compared OMol25 entry of this formula, charge and spin): 348.4 kJ/mol.